[1]
{
  "formula": "C5H5ClO",
  "method": "ωB97M-V/def2-TZVPD",
  "symbols": ["O", "C", "C", "C", "C", "C", "Cl", "H", "H", "H", "H", "H"],
  "positions_angstrom": [[0.87175, -1.69321, -0.88758], [0.92701, -0.51719, -0.21913], [1.53629, 0.72678, -1.05998], [0.58983, 1.65098, -1.12318], [-0.64590, 1.22938, -0.43439], [-0.41015, 0.08508, 0.20665], [-1.42474, -0.50408, 1.55027], [1.88389, -1.87167, -1.19230], [1.65123, -0.46662, 0.67650], [2.56454, 0.72511, -1.33460], [0.67710, 2.78525, -1.38215], [-1.51271, 1.89270, -0.24116]],
  "total_charge": 0,
  "de_lowest_kj_mol": 140.4,
  "multiplicity": 1,
  "smiles": "O[C@H]1C=CC=C1Cl",
  "homo_lumo_gap_ev": 9.06
}

=====

[2]
{
  "formula": "C5H5ClO2",
  "method": "ωB97M-V/def2-TZVPD",
  "symbols": ["C", "C", "C", "C", "C", "H", "H", "H", "H", "H", "O", "O", "Cl"],
  "positions_angstrom": [[1.50005, 0.33131, -0.06206], [0.20437, 0.78047, -0.06298], [-1.03107, 0.14125, 0.52765], [-2.49815, -1.22771, 0.24109], [-1.18880, -1.17074, 0.87627], [2.09953, -0.62676, 0.22505], [0.18007, 1.57832, -0.77058], [-1.42761, 0.76599, 1.41551], [-3.33982, -1.11210, 1.11197], [-2.99712, -2.10405, -0.60181], [-2.09458, -0.01349, -0.44693], [-0.53697, -1.70265, 1.80437], [2.62465, 1.30002, -1.25644]],
  "total_charge": 0,
  "de_lowest_kj_mol": 421.0,
  "multiplicity": 1,
  "homo_lumo_gap_ev": 9.78
}

=====

[3]
{
  "formula": "C5H5CoO5",
  "method": "ωB97M-V/def2-TZVPD",
  "symbols": ["O", "C", "O", "O", "C", "C", "O", "C", "C", "O", "Co", "H", "H", "H", "H", "H"],
  "positions_angstrom": [[-2.61088, 1.03441, -0.47011], [-2.12483, 1.46002, 0.60811], [-2.22788, 2.47219, 1.24457], [-0.93117, -1.96194, -2.13398], [0.34023, -2.04253, -2.19817], [1.26201, -1.27929, -1.59152], [0.71489, -0.24791, -0.78227], [1.17405, -0.20213, 0.57305], [0.26175, 0.75578, 1.31327], [-1.07804, 0.38371, 0.99798], [-1.33697, -0.50467, -0.81766], [2.34070, -1.28354, -1.72714], [2.21509, 0.14729, 0.60835], [1.12633, -1.21335, 1.00518], [0.43342, 1.78779, 0.97554], [0.44132, 0.69416, 2.39478]],
  "total_charge": 1,
  "multiplicity": 6,
  "homo_lumo_gap_ev": [10.66, 6.49]
}

=====

[4]
{
  "formula": "C5H5CrNO5",
  "method": "ωB97M-V/def2-TZVPD",
  "symbols": ["O", "C", "Cr", "C", "C", "O", "O", "N", "C", "C", "O", "O", "H", "H", "H", "H", "H"],
  "positions_angstrom": [[1.18033, -5.09940, -0.00298], [1.02365, -3.97106, -0.43039], [-0.23400, 0.82833, 0.18943], [-1.16828, 1.01027, -1.59208], [1.56326, 1.56256, -0.30965], [-1.74993, 1.22495, -2.58452], [2.59803, 2.09770, -0.61822], [-2.10973, 0.60363, 4.41256], [-1.77225, 2.00073, 3.54396], [-1.39692, 1.49720, 2.34087], [-1.14667, 2.50271, 1.52836], [-1.35310, 0.22851, 2.09650], [-3.03254, 0.24943, 4.09297], [-2.08002, 0.95263, 5.39678], [-1.34461, -0.06499, 4.17118], [-2.71822, 2.51143, 3.29113], [-0.94939, 2.55683, 3.92573]],
  "total_charge": 2,
  "multiplicity": 5,
  "homo_lumo_gap_ev": [7.81, 7.76]
}

=====

[5]
{
  "formula": "C5H5EuFO4",
  "method": "ωB97M-V/def2-TZVPD",
  "symbols": ["C", "C", "O", "C", "O", "O", "O", "F", "H", "Eu", "H", "C", "C", "H", "H", "H"],
  "positions_angstrom": [[1.32680, -0.03483, 0.83812], [1.32138, -0.19308, -0.65979], [2.63886, -0.32724, -1.03450], [3.35991, -0.73891, 0.03901], [2.63976, -0.59201, 1.14711], [4.48913, -1.12162, -0.02404], [0.38663, -0.56214, 1.55403], [1.47079, 1.32010, 1.17177], [-1.15578, 0.32221, -1.14569], [-1.95751, -0.92705, 1.69025], [0.67217, -0.57481, -1.44466], [-3.11499, 1.05195, -0.15173], [-2.36016, 0.19323, -0.85158], [-2.74141, 1.92835, 0.38579], [-4.20212, 0.92514, -0.13088], [-2.77345, -0.66930, -1.38322]],
  "total_charge": 1,
  "de_lowest_kj_mol": 0.0,
  "multiplicity": 9,
  "homo_lumo_gap_ev": [5.69, 7.75]
}

=====

[6]
{
  "formula": "C5H5F",
  "method": "ωB97M-V/def2-TZVPD",
  "symbols": ["C", "C", "C", "C", "C", "F", "H", "H", "H", "H", "H"],
  "positions_angstrom": [[-3.04072, -0.14283, 0.02552], [-1.87473, -0.38958, 0.13154], [-0.52478, -0.34963, 0.04837], [0.40245, 0.53179, 0.20185], [1.89555, 0.29800, -0.06304], [0.04842, 1.81345, 0.20870], [-4.04839, -0.12852, -0.02596], [0.51650, -2.28551, -0.42913], [2.25310, 0.84174, 0.75224], [2.29971, 0.62041, -0.95127], [2.07289, -0.80931, 0.10118]],
  "total_charge": 0,
  "de_lowest_kj_mol": 601.3,
  "multiplicity": 1,
  "homo_lumo_gap_ev": [8.50, 8.17]
}

=====

[7]
{
  "formula": "C5H5FIN",
  "method": "ωB97M-V/def2-TZVPD",
  "symbols": ["C", "C", "C", "C", "C", "N", "F", "I", "H", "H", "H", "H", "H"],
  "positions_angstrom": [[-1.61381, 1.69409, 0.01583], [-2.96316, 1.30252, 0.10942], [-3.41522, 0.04354, 0.07033], [0.36183, 0.27941, -0.59747], [1.38880, -0.56907, -0.09917], [-0.61486, 0.92742, -0.25434], [-3.85836, 2.32355, 0.12929], [-5.52269, -0.40677, 0.09653], [-1.62595, 2.83182, -0.04940], [2.08113, -0.03752, 0.43681], [0.93538, -1.21220, 0.58490], [1.95670, -1.19397, -0.82452], [-2.74607, -0.88200, 0.14970]],
  "total_charge": 0,
  "de_lowest_kj_mol": 264.7,
  "multiplicity": 1,
  "homo_lumo_gap_ev": 7.52
}

=====

[8]
{
  "formula": "C5H5FLaO4",
  "method": "ωB97M-V/def2-TZVPD",
  "symbols": ["C", "C", "O", "C", "O", "O", "O", "F", "H", "La", "H", "C", "C", "H", "H", "H"],
  "positions_angstrom": [[-0.93648, 0.82869, -1.15226], [-0.66376, 1.14108, 0.31751], [-1.92068, 1.14528, 0.94211], [-2.87142, 0.75506, 0.07790], [-2.34449, 0.49305, -1.11876], [-4.00977, 0.55032, 0.38443], [-0.25804, -0.06826, -1.79098], [-0.88863, 2.02558, -1.87828], [-0.13287, 2.07970, 0.49421], [1.91591, -1.33897, -2.09829], [0.34502, 0.34744, 0.83974], [2.23969, -2.04128, 1.07932], [2.06708, -0.77466, 0.71081], [1.42528, -2.77394, 1.04783], [3.23126, -2.40627, 1.38015], [2.80188, 0.03717, 0.76457]],
  "total_charge": 2,
  "de_lowest_kj_mol": 86.2,
  "multiplicity": 2,
  "homo_lumo_gap_ev": [5.28, 5.05]
}

=====

[9]
{
  "formula": "C5H5FLiO4Sc",
  "method": "ωB97M-V/def2-TZVPD",
  "symbols": ["H", "O", "O", "O", "C", "C", "C", "H", "C", "C", "O", "Sc", "Li", "F", "H", "H", "H"],
  "positions_angstrom": [[2.73141, -0.79417, -0.65394], [1.39745, -1.05094, 0.91687], [1.51282, 0.92779, 1.77445], [-0.11198, -0.51264, 2.43045], [2.17640, -0.21641, 0.08599], [2.56706, 0.78280, 0.97768], [0.97606, -0.35670, 1.96637], [3.21557, 1.64401, 0.82539], [-0.32328, 0.96433, -1.51437], [-0.79690, -0.22953, -2.11482], [-1.21636, -1.19090, -1.38644], [-1.57187, -3.25856, -1.99857], [-1.60836, -0.51352, 0.48855], [-1.08598, 1.21167, -0.37574], [-0.30423, 1.85774, -2.14382], [-0.52605, -0.40530, -3.16558], [1.02259, 0.62241, -0.93186]],
  "total_charge": 3,
  "de_lowest_kj_mol": 0.0,
  "multiplicity": 2,
  "homo_lumo_gap_ev": [6.08, 6.10]
}

=====

[10]
{
  "formula": "C5H5FN",
  "method": "ωB97M-V/def2-TZVPD",
  "symbols": ["C", "C", "C", "C", "C", "N", "F", "H", "H", "H", "H", "H"],
  "positions_angstrom": [[0.47383, 0.37921, -0.92474], [-0.11689, 1.62592, -1.26391], [-0.01857, -0.25399, 0.20751], [-1.15044, 0.49160, 0.66216], [0.44388, -1.53875, 0.78558], [-0.99622, 2.17898, -0.59998], [-1.81783, 0.51332, 1.72728], [1.32203, -0.06863, -1.38567], [0.33771, 2.25440, -2.04774], [-0.13080, -2.33113, 0.40146], [0.09262, -1.41053, 1.80348], [1.56067, -1.84040, 0.63457]],
  "total_charge": 1,
  "de_lowest_kj_mol": 592.7,
  "multiplicity": 1,
  "homo_lumo_gap_ev": [8.03, 8.03]
}

=====

[11]
{
  "formula": "C5H5FN2",
  "method": "ωB97M-V/def2-TZVPD",
  "symbols": ["C", "C", "F", "C", "C", "N", "C", "N", "H", "H", "H", "H", "H"],
  "positions_angstrom": [[1.56597, -0.34565, -1.67921], [1.17834, -0.76271, -0.47631], [1.77065, -1.84419, 0.07804], [0.16136, -0.18179, 0.39158], [0.32179, -0.22064, 1.81784], [0.35937, -0.20578, 2.97131], [-0.98742, 0.37448, -0.09616], [-1.93579, 1.00645, 0.61933], [1.15961, 0.56513, -2.10027], [2.25629, -0.91170, -2.24273], [-1.13250, 0.32176, -1.15686], [-2.83933, 1.18914, 0.20323], [-1.87834, 1.01551, 1.67021]],
  "total_charge": 0,
  "de_lowest_kj_mol": 55.3,
  "multiplicity": 1,
  "smiles": "C=C(F)/C(C#N)=C/N",
  "homo_lumo_gap_ev": 9.20
}

=====

[12]
{
  "formula": "C5H5FN2",
  "method": "ωB97M-V/def2-TZVPD",
  "symbols": ["C", "C", "C", "C", "N", "N", "C", "F", "H", "H", "H", "H", "H"],
  "positions_angstrom": [[1.77319, 0.54675, -0.00055], [0.36836, 0.04587, -0.00431], [-0.75867, 0.85230, -0.00177], [-2.01978, 0.24666, -0.00694], [-2.19233, -1.07643, 0.00088], [-1.12330, -1.85562, -0.00042], [0.07279, -1.32373, 0.00164], [1.10373, -2.16888, -0.00585], [2.31480, 0.16991, -0.87153], [1.79015, 1.62902, -0.01135], [2.31293, 0.16897, 0.89711], [-0.70872, 1.93230, -0.00561], [-2.93314, 0.83287, 0.00869]],
  "total_charge": 0,
  "de_lowest_kj_mol": 30.7,
  "multiplicity": 1,
  "smiles": "Cc1ccnnc1F",
  "homo_lumo_gap_ev": 10.04
}